The following is a DFT calculation (ωB97M-V/def2-TZVPD) of a cluster of 14 separate species, C54H146N10O21 in total.

Each line ends with the Löwdin charge.
Atoms and positions in Å:
C 4.490 1.398 3.186  -0.222
C 3.022 1.654 3.035  -0.245
O 2.427 0.430 2.604  -0.108
O 5.093 0.963 1.941  -0.069
H 4.657 0.616 3.971  0.126
H 4.969 2.312 3.550  0.119
H 2.845 2.389 2.285  0.081
H 2.526 1.941 3.996  0.133
H 1.653 0.596 2.048  0.024
H 4.611 0.188 1.645  0.023
C 3.867 -5.893 -4.589  -0.200
C 2.911 -4.746 -4.244  -0.273
O 3.633 -3.620 -3.876  -0.087
O 4.581 -5.962 -3.341  -0.117
H 4.480 -5.619 -5.433  0.108
H 3.489 -6.892 -4.880  0.121
H 2.244 -5.042 -3.394  0.120
H 2.266 -4.401 -5.013  0.107
H 4.138 -3.825 -3.037  0.101
H 5.537 -6.161 -3.483  0.115
C -3.895 2.860 0.343  -0.274
C -4.228 2.187 1.662  -0.265
O -3.283 1.257 2.044  -0.079
O -4.959 3.611 -0.139  -0.067
H -3.572 2.143 -0.413  0.098
H -2.957 3.414 0.500  0.108
H -5.227 1.697 1.531  0.134
H -4.341 2.860 2.458  0.092
H -3.250 0.449 1.460  0.071
H -4.815 4.520 0.185  0.035
C 1.376 -7.229 4.198  -0.239
C 1.219 -7.185 2.670  -0.241
O 0.726 -5.958 2.220  -0.065
O 2.405 -6.401 4.689  -0.082
H 1.662 -8.289 4.376  0.134
H 0.514 -6.855 4.657  0.096
H 0.423 -7.864 2.379  0.128
H 2.183 -7.474 2.285  0.086
H 1.420 -5.310 2.314  0.056
H 2.022 -5.496 4.752  0.073
C -4.972 -4.323 1.689  -0.046
C -4.593 -2.862 1.700  -0.468
C -4.114 -2.433 0.323  -0.210
O -3.599 -1.131 0.442  -0.230
C -2.784 -0.680 -0.713  -0.035
N -5.611 -2.048 2.223  0.070
H -4.796 -4.728 2.667  0.078
H -4.480 -4.938 1.004  0.056
H -5.998 -4.437 1.422  0.072
H -3.720 -2.697 2.393  0.159
H -4.926 -2.393 -0.419  0.133
H -3.357 -3.121 0.046  0.108
H -2.456 0.336 -0.602  0.055
H -3.419 -0.678 -1.600  0.073
H -1.847 -1.269 -0.744  0.075
H -6.340 -2.088 1.540  0.080
H -5.257 -1.172 2.473  0.052
C -6.641 0.507 -2.032  -0.035
C -6.344 0.895 -3.489  -0.418
C -5.199 1.920 -3.554  -0.133
O -3.999 1.139 -3.157  -0.257
C -2.827 1.578 -3.843  -0.091
N -6.029 -0.286 -4.277  0.056
H -5.706 0.153 -1.654  0.047
H -7.318 -0.311 -2.040  0.067
H -6.835 1.382 -1.422  0.080
H -7.179 1.401 -3.918  0.122
H -5.283 2.838 -2.894  0.132
H -5.040 2.272 -4.575  0.112
H -2.014 0.971 -3.471  0.076
H -2.719 2.656 -3.621  0.081
H -2.886 1.330 -4.873  0.078
H -6.260 -0.080 -5.249  0.085
H -5.038 -0.341 -4.251  0.028
C -4.101 -2.952 -3.490  -0.057
C -2.701 -2.466 -3.905  -0.409
C -1.828 -3.654 -3.574  -0.222
O -0.525 -3.418 -4.038  -0.184
C 0.053 -2.217 -3.552  -0.105
N -2.760 -2.285 -5.387  0.059
H -4.832 -2.155 -3.562  0.040
H -4.101 -3.290 -2.431  0.070
H -4.400 -3.775 -4.184  0.096
H -2.456 -1.515 -3.478  0.097
H -2.146 -4.551 -4.067  0.125
H -1.813 -3.951 -2.512  0.119
H 1.111 -2.366 -3.552  0.066
H -0.107 -2.004 -2.474  0.069
H -0.120 -1.299 -4.142  0.098
H -3.191 -3.088 -5.839  0.073
H -1.838 -2.131 -5.717  0.044
C 0.458 -4.964 9.032  -0.072
C 0.993 -4.986 7.577  -0.444
C 0.643 -3.621 6.918  -0.224
O 1.261 -3.415 5.681  -0.193
C 1.691 -2.093 5.507  -0.095
N 2.426 -5.134 7.629  0.029
H -0.630 -4.908 9.092  0.070
H 0.951 -4.074 9.495  0.085
H 0.810 -5.780 9.657  0.067
H 0.567 -5.813 7.036  0.114
H 0.914 -2.899 7.680  0.101
H -0.481 -3.508 6.952  0.142
H 2.071 -1.684 6.486  0.108
H 0.849 -1.545 5.151  0.080
H 2.549 -2.102 4.878  0.043
H 2.928 -4.541 6.963  0.073
H 2.680 -6.129 7.450  0.094
C 5.387 -4.125 2.842  -0.032
C 4.946 -2.730 2.223  -0.412
C 4.795 -2.672 0.739  -0.199
O 4.451 -1.351 0.284  -0.209
C 4.463 -1.238 -1.139  -0.080
N 3.683 -2.399 2.896  0.052
H 6.305 -4.462 2.356  0.067
H 4.589 -4.835 2.642  0.054
H 5.563 -3.961 3.915  0.084
H 5.615 -1.936 2.566  0.139
H 3.998 -3.394 0.495  0.120
H 5.747 -2.965 0.295  0.127
H 4.238 -0.198 -1.344  0.088
H 3.722 -1.830 -1.614  0.057
H 5.473 -1.411 -1.533  0.099
H 2.977 -3.007 2.444  0.069
H 3.470 -1.414 2.805  0.035
C -0.808 5.741 -7.094  -0.032
C -0.855 5.524 -5.527  -0.456
C 0.561 5.562 -4.957  -0.212
O 1.143 4.334 -5.347  -0.180
C 2.335 4.116 -4.692  -0.152
N -1.533 6.567 -4.869  0.047
H -0.522 6.815 -7.184  0.086
H -1.841 5.526 -7.524  0.090
H -0.088 5.039 -7.488  0.060
H -1.180 4.533 -5.286  0.118
H 0.492 5.609 -3.878  0.105
H 1.195 6.351 -5.325  0.128
H 2.747 3.147 -4.914  0.080
H 2.364 4.046 -3.532  0.102
H 2.999 4.951 -4.883  0.080
H -2.514 6.558 -5.080  0.079
H -1.374 6.522 -3.880  0.059
C 5.163 -8.226 2.460  -0.026
C 5.486 -8.767 1.006  -0.407
C 4.715 -7.960 -0.068  -0.213
O 3.318 -8.121 0.043  -0.197
C 2.665 -7.238 -0.847  -0.115
N 6.888 -8.741 0.773  0.046
H 5.416 -7.220 2.562  0.030
H 5.668 -8.834 3.229  0.084
H 4.094 -8.368 2.712  0.064
H 5.103 -9.753 1.044  0.123
H 4.981 -8.302 -1.037  0.106
H 4.994 -6.912 0.001  0.117
H 2.958 -6.173 -0.600  0.092
H 1.586 -7.459 -0.772  0.096
H 2.972 -7.445 -1.930  0.094
H 7.220 -9.244 -0.006  0.058
H 7.211 -7.788 0.766  0.074
C -4.007 8.884 -2.948  -0.155
O -4.645 7.664 -2.926  -0.203
C -4.393 6.763 -1.841  -0.172
C -5.129 7.262 -0.541  -0.163
N -4.754 6.367 0.568  -0.056
C -3.365 6.652 0.994  -0.200
C -3.132 6.105 2.386  -0.209
O -4.074 6.715 3.265  -0.189
C -4.030 6.229 4.547  -0.151
H -3.067 8.978 -2.460  0.073
H -4.721 9.669 -2.573  0.102
H -3.750 9.179 -3.964  0.082
H -3.311 6.609 -1.685  0.109
H -4.850 5.857 -2.254  0.121
H -6.169 7.292 -0.728  0.107
H -4.849 8.319 -0.349  0.118
H -5.422 6.543 1.301  0.116
H -2.991 7.727 0.869  0.145
H -2.653 6.131 0.354  0.097
H -2.073 6.274 2.708  0.137
H -3.283 5.018 2.351  0.107
H -4.374 5.154 4.679  0.104
H -4.609 6.951 5.208  0.111
H -3.008 6.197 4.938  0.077
C 5.147 7.768 -1.543  -0.117
O 4.917 7.825 -0.148  -0.182
C 3.788 8.621 0.126  -0.246
C 2.520 7.904 -0.202  -0.225
N 2.449 6.703 0.637  -0.050
C 1.319 5.827 0.462  -0.207
C 1.246 4.805 1.625  -0.236
O 0.109 4.022 1.483  -0.231
C -0.288 3.133 2.546  -0.051
H 5.585 8.689 -1.995  0.099
H 4.297 7.424 -2.092  0.061
H 5.929 6.985 -1.702  0.101
H 3.836 9.618 -0.424  0.143
H 3.766 8.762 1.204  0.124
H 2.349 7.654 -1.238  0.096
H 1.652 8.587 0.071  0.142
H 3.240 6.116 0.546  0.100
H 1.265 5.205 -0.411  0.088
H 0.357 6.405 0.425  0.130
H 1.179 5.279 2.613  0.123
H 2.194 4.206 1.710  0.114
H -0.678 3.664 3.403  0.082
H 0.489 2.358 2.765  0.079
H -1.205 2.655 2.131  0.075
C -0.782 3.311 -1.698  -0.065
O -0.600 1.935 -1.285  -0.206
C 0.769 1.581 -1.095  -0.173
C 0.683 0.136 -0.550  -0.162
N 0.286 0.165 0.869  -0.036
C -0.202 -1.110 1.398  -0.167
C 0.591 -2.400 1.078  -0.164
O 0.077 -2.907 -0.170  -0.236
C 0.726 -4.073 -0.633  -0.099
H -0.262 3.542 -2.621  0.078
H -0.553 4.000 -0.890  0.061
H -1.879 3.301 -1.871  0.077
H 1.184 2.223 -0.381  0.094
H 1.390 1.503 -2.028  0.138
H 1.679 -0.338 -0.603  0.115
H 0.037 -0.431 -1.194  0.077
H -0.511 0.788 0.885  0.090
H -1.297 -1.270 1.262  0.107
H -0.225 -1.119 2.521  0.125
H 0.526 -3.220 1.814  0.119
H 1.657 -2.086 0.892  0.115
H 1.762 -3.795 -0.923  0.081
H 0.191 -4.450 -1.547  0.096
H 0.774 -4.815 0.185  0.067

Values from the calculation:
highest occupied orbital energy	-8.75	eV
max |F|	3.632	eV/Å
LUMO level	0.3	eV
M	1271.811	u
ΔE to the lowest compared entry with this formula, charge and spin	2.210	eV
orbital gap	0.332	Eh
charge	0